The following is a quantum chemistry calculation of a cluster of 2 separate species, C5H10ClN2OP in total at a distorted geometry, from the OMol25 dataset.

Last column: Löwdin charge in e.
Positions of all 20 atoms, in Å:
H 0.309400 -2.665783 -1.528019  0.119
H 0.054843 -2.061851 1.406169  0.099
H 1.078068 2.122807 1.501192  -0.072
H -1.569977 -1.251611 1.253453  0.080
N -0.236396 -1.085546 -0.320981  -0.186
H 1.196526 -1.247196 -1.868746  0.109
H 2.267619 1.577226 0.347840  -0.011
C -0.864712 -1.858600 0.726106  -0.033
C -0.254576 0.248709 -0.307374  -0.424
C 1.459888 1.332132 0.975044  -0.484
C 0.207114 1.037986 -1.436435  -0.231
H 1.713204 -2.051518 -0.461135  0.080
H -2.947053 2.377059 0.503285  -0.047
O -1.366236 0.885628 0.209810  -0.442
N 0.787391 1.657361 -2.215340  0.178
H -1.801143 2.999118 -0.736072  -0.124
Cl 1.945714 -0.027889 2.033136  0.465
P -1.473342 2.584525 0.532870  0.917
H -1.304548 -2.762011 0.350004  0.086
C 0.798213 -1.810544 -0.964814  -0.077

Cartesian forces (eV/Å) of the 6 atoms listed first:
0.8 0.4 1.2
-2.0 -0.3 -0.5
-0.9 1.7 1.5
-0.5 0.2 0.3
-0.3 0.0 0.2
-0.6 -0.1 1.1

Charge ... 0
Total energy ... -32181.434 eV
E_LUMO (spin up / spin down) ... 0.0053 / 0.0052 Ha
Frontier orbital gap (spin up / spin down) ... 0.284 / 0.283 Eh

***

The following is a quantum chemistry calculation of a cluster of 3 separate species, C5H10ClN3O2 in total at a distorted geometry, from the OMol25 dataset.

Last column: Löwdin charge in e.
Positions of all 21 atoms, in Å:
Cl -3.160115 -1.782571 1.598169  0.276
C 0.891054 -0.555672 1.915203  0.030
H 1.847101 -1.028510 2.221079  0.147
H 1.996831 1.611668 -1.211013  0.213
H 0.541022 2.956517 -2.431598  0.179
H 0.303668 -1.321380 1.418175  0.123
H -1.166386 4.034164 -1.461612  0.233
C 0.695316 1.407084 0.615647  -0.264
H 0.395755 -0.124327 2.754738  0.115
C -2.103341 -1.742161 -2.107667  -0.197
O 1.240140 0.363920 0.980586  0.122
N -0.300616 2.050446 1.137779  0.264
H -2.951474 -0.993894 -1.635329  0.096
H -2.506690 -2.324918 -3.020973  0.115
H -1.736485 3.651850 0.955310  0.204
C 0.322376 2.660834 -1.440143  0.083
O -1.030358 -1.765677 -1.637238  -0.030
N -0.747865 3.276976 -0.858955  0.186
H -3.734961 -0.686006 1.187025  -0.231
C -0.874009 3.065033 0.495651  0.051
N 1.114614 1.840735 -0.745346  0.285

Cartesian forces (eV/Å) of the 6 atoms listed first:
-0.2 0.7 -0.3
0.4 -3.2 2.7
-0.7 0.3 0.0
0.0 -0.7 0.4
0.5 -0.1 -1.1
-0.3 0.0 0.0

Charge ... +2
Total energy ... -26414.245 eV
E_LUMO ... -0.3911 Ha
Frontier orbital gap ... 0.181 Eh

***

The following is a quantum chemistry calculation of a cluster of 2 separate species, C5H10ClNO2S in total at a distorted geometry, from the OMol25 dataset.

Last column: Löwdin charge in e.
Positions of all 20 atoms, in Å:
S 2.176441 0.014298 0.576003  0.612
C -2.264675 1.821780 1.916650  -0.007
H 1.877229 -0.477946 2.633832  0.091
O 2.629375 1.234585 1.170712  -0.319
H 1.010411 -1.624069 -1.274361  0.074
C -0.826375 -0.835520 -2.165115  -0.118
H 1.027824 1.008769 -1.325159  0.066
H -0.258743 0.845182 -0.159535  0.108
C -3.059811 2.323858 1.177727  0.000
H -1.490496 -0.019022 -1.887810  0.073
Cl -0.581959 -1.886839 0.415112  0.631
H -0.195142 -0.703297 -3.027062  0.074
O 3.078118 -0.715683 -0.336861  -0.338
H -1.450093 -1.792806 -2.467758  0.120
H 1.264051 -1.807563 1.532758  -0.033
N 1.515508 -0.899319 1.774304  -0.135
C 0.171454 -1.013490 -1.017459  -0.722
C 0.675302 0.366497 -0.613362  -0.202
H -3.735205 2.804102 0.525827  0.010
H -1.563215 1.356492 2.551557  0.014

Cartesian forces (eV/Å) of the 6 atoms listed first:
-0.8 -0.1 -3.2
-0.2 0.1 -0.3
-0.4 -1.2 0.0
0.0 0.0 0.4
0.3 -0.6 -0.4
-0.8 -2.6 0.2

Charge ... 0
Total energy ... -34286.278 eV
E_LUMO ... 0.0225 Ha
Frontier orbital gap ... 0.408 Eh

***

The following is a quantum chemistry calculation of a cluster of 2 separate species, C5H10ClNO3 in total at a distorted geometry, from the OMol25 dataset.

Last column: Löwdin charge in e.
Positions of all 20 atoms, in Å:
H -2.582826 -0.497648 2.097901  0.127
H -3.194354 -1.083954 -0.258839  0.082
H 3.352870 -0.803856 0.310656  0.118
H -2.136105 1.095563 1.354532  0.059
C -1.964481 0.057942 1.262392  -0.095
H 0.761855 -1.116160 -2.021459  0.075
H 0.003586 0.045585 -3.306402  0.092
C -1.552611 -0.568039 -1.109516  -0.105
H 1.412195 0.470988 -2.339357  0.085
O 2.511408 -0.383008 0.116207  0.061
H 1.057822 1.613907 0.452205  0.082
N 2.186312 0.105088 1.373764  -0.412
C 1.479444 1.193173 1.338829  -0.578
O 2.639521 -0.545220 2.305187  -0.009
Cl 0.963804 1.899971 2.742526  0.751
H -1.729046 -1.136119 -2.001646  0.102
O -0.420397 0.353047 -1.303510  -0.196
C -2.338880 -0.514375 -0.032667  -0.155
H -0.928794 -0.059866 1.346518  0.025
C 0.478677 -0.127020 -2.327321  -0.109

Cartesian forces (eV/Å) of the 6 atoms listed first:
1.6 1.2 -1.4
-1.2 -0.7 0.6
0.4 -0.4 0.0
-0.5 1.3 0.1
-2.5 -1.5 1.6
0.1 -0.8 -0.7

Charge ... 0
Total energy ... -25496.678 eV
E_LUMO ... 0.0247 Ha
Frontier orbital gap ... 0.348 Eh

***

The following is a quantum chemistry calculation of a structure of composition C5H10DyO3 at a distorted geometry, from the OMol25 dataset.

Last column: Löwdin charge in e.
Positions of all 19 atoms, in Å:
H -0.353310 1.746188 0.650855  0.177
Dy -0.453435 -0.364135 -1.485651  1.704
H -2.544061 2.504197 -0.838565  0.143
O 1.205811 -1.464610 -0.375743  -0.395
C 0.041075 -0.420866 1.379233  -0.189
C 1.093261 -0.158977 0.326737  -0.211
H 3.161384 -2.085083 -0.164422  0.114
C -2.360871 1.419965 -0.700185  -0.275
H 2.912525 -0.759464 -1.338352  0.102
H -3.344189 0.948136 -0.487947  0.142
H 0.025851 -1.367786 1.939525  0.152
O -1.226396 -0.136130 0.730572  -0.284
H -1.986687 1.669490 1.432566  0.142
H 2.065637 0.096084 0.764296  0.124
C 2.478670 -1.690249 -0.933714  -0.095
O -1.786205 0.856704 -1.838621  -0.389
H 0.185289 0.351285 2.150312  0.134
C -1.484273 1.273423 0.535787  -0.198
H 2.369925 -2.418173 -1.746682  0.102

Cartesian forces (eV/Å) of the 6 atoms listed first:
-2.9 -0.4 -1.3
3.6 -3.4 -0.6
0.1 -0.5 0.0
0.4 0.5 0.9
0.1 2.3 0.7
0.7 -2.6 0.7

Charge ... +1
Total energy ... -35562.868 eV
E_LUMO (spin up / spin down) ... -0.1983 / -0.1508 Ha
Frontier orbital gap (spin up / spin down) ... 0.269 / 0.326 Eh
2S+1 ... 6
⟨S²⟩ ... 9.251

***

The following is a quantum chemistry calculation of an isolated molecule of C5H10FN at a distorted geometry, from the OMol25 dataset.

Last column: Löwdin charge in e.
Positions of all 17 atoms, in Å:
C -1.075830 2.036589 0.383995  -0.022
H 0.772497 -1.206427 2.210853  0.107
H 0.732330 -2.234943 0.761287  0.073
H 0.505749 0.365901 -1.636297  0.047
N -2.049752 0.121850 -0.790565  0.141
H -0.478907 2.327009 -0.466248  0.071
H 0.712280 -1.294003 -1.353926  0.080
F -2.819212 -1.106768 -0.785841  -0.126
C 0.141726 -0.207682 0.400489  -0.269
C 0.210012 -1.411064 1.233915  -0.084
C 0.843336 -0.313768 -0.922402  -0.074
C -1.220013 0.439295 0.404240  -0.393
H -0.852918 -1.616867 1.540623  0.088
H -2.075888 2.492035 0.315606  0.077
H -0.773551 2.211280 1.375678  0.056
H 1.926358 -0.182505 -0.806895  0.090
H -1.844349 0.016097 1.240490  0.139

Cartesian forces (eV/Å) of the 6 atoms listed first:
-2.4 -2.5 -0.5
-0.6 -0.3 -1.0
-0.2 -0.3 -0.1
-0.6 1.4 -1.1
0.0 -0.1 -1.1
0.5 0.3 0.2

Charge ... 0
Total energy ... -9549.186 eV
E_LUMO (spin up / spin down) ... 0.0042 / -0.0120 Ha
Frontier orbital gap (spin up / spin down) ... 0.370 / 0.283 Eh

***

The following is a quantum chemistry calculation of a cluster of 2 separate species, C5H10FNO in total at a distorted geometry, from the OMol25 dataset.

Last column: Löwdin charge in e.
Positions of all 18 atoms, in Å:
H 2.770420 3.048760 -0.419205  0.044
O 0.907205 0.590086 1.973624  0.116
H 0.521235 2.174921 -0.451132  0.106
H -3.269037 -3.439690 -0.727050  0.141
H -1.252321 -0.660436 0.336956  0.076
C 1.300810 1.476358 -0.259162  -0.123
C -0.065283 -0.653969 0.229859  -0.106
H 3.655940 1.708690 0.107138  0.079
F 0.136841 -0.812893 -1.178992  -0.103
H -3.365735 -1.938275 -1.693701  0.092
H 0.216285 -1.576362 0.608686  0.098
C 0.736655 0.480045 0.806297  -0.380
N -3.067466 -2.366958 -0.811577  -0.049
H 1.329270 1.048988 -1.233957  0.083
C 2.656492 2.165848 0.153790  -0.077
H -2.845931 -2.255513 1.187400  0.035
C -2.951007 -1.592150 0.243957  -0.087
H 2.585627 2.602550 1.127067  0.054

Cartesian forces (eV/Å) of the 6 atoms listed first:
0.0 0.9 -1.1
0.2 0.1 1.5
-0.7 1.2 0.5
0.7 2.5 -0.5
2.2 0.9 0.1
1.6 -0.7 1.4

Charge ... 0
Total energy ... -11598.606 eV
E_LUMO ... 0.0275 Ha
Frontier orbital gap ... 0.347 Eh

***

The following is a quantum chemistry calculation of a structure of composition C5H10FNO at a distorted geometry, from the OMol25 dataset.

Last column: Löwdin charge in e.
Positions of all 18 atoms, in Å:
H 2.581314 1.324702 -1.450171  0.020
H 3.377352 0.433855 -0.338649  0.118
H 0.088437 -0.370979 -1.800767  0.105
H 0.178049 1.179265 1.562151  0.116
H 1.243753 -1.356117 -0.875972  0.138
F -0.408882 -1.798410 0.912116  0.098
H 1.284828 -0.186512 1.567048  0.152
C 0.527375 -0.534265 -0.869814  -0.068
H -2.326360 -0.187105 1.160967  0.141
N 1.047086 0.764549 -0.344429  -0.172
C 2.436617 1.181990 -0.460413  -0.107
O -2.023082 0.909865 -0.641823  -0.075
H -1.107479 1.361919 -0.763492  0.117
C -0.420662 -0.671896 0.266996  -0.544
H -2.407253 -1.002103 -0.303165  0.104
C 0.456505 0.336922 0.956825  -0.089
C -1.844218 -0.267537 0.167601  -0.163
H 2.688656 2.086708 0.211425  0.111

Cartesian forces (eV/Å) of the 6 atoms listed first:
0.4 1.6 -3.2
-2.3 0.7 0.8
-0.6 -0.2 -1.9
-1.0 0.3 0.3
0.1 0.0 0.0
0.2 -4.0 1.6

Charge ... 0
Total energy ... -11599.638 eV
E_LUMO ... 0.0331 Ha
Frontier orbital gap ... 0.370 Eh

***

The following is a quantum chemistry calculation of a structure of composition C5H10IP at a distorted geometry, from the OMol25 dataset.

Last column: Löwdin charge in e.
Positions of all 17 atoms, in Å:
H -0.082297 -1.162445 -2.171229  0.170
H -0.260476 1.851826 1.895138  -0.065
H 1.612339 1.197524 0.322302  0.053
C -1.275719 -0.924189 -0.288970  -0.105
I 1.113191 -2.340322 1.658447  0.685
P -0.299690 0.404823 2.436026  0.668
H -0.385022 1.536862 -0.518568  0.093
H -2.100615 -0.526419 0.277475  0.065
H 1.003312 0.619162 3.136914  -0.090
H 1.950407 -0.243961 -0.404484  0.074
C -0.775087 -0.407019 -1.552982  -0.245
H -1.536536 -0.028559 -2.094645  0.062
H -1.300008 -2.026741 -0.272806  0.058
H 0.666315 1.239435 -2.045465  0.129
C 1.169004 0.419031 -0.136732  -0.311
C 0.393325 -0.421699 0.918594  -1.037
C 0.107556 0.812690 -1.159016  -0.203

Cartesian forces (eV/Å) of the 6 atoms listed first:
-1.8 1.5 1.4
-0.1 -1.7 0.6
1.3 3.0 1.5
3.0 -1.9 3.0
0.1 0.7 -0.5
1.4 1.8 -0.4

Charge ... 0
Total energy ... -22733.374 eV
E_LUMO ... 0.0167 Ha
Frontier orbital gap ... 0.337 Eh

***

The following is a quantum chemistry calculation of the ion C5H10N with charge +1 at a distorted geometry, from the OMol25 dataset.

Last column: Löwdin charge in e.
Positions of all 16 atoms, in Å:
C -1.412233 0.612079 1.045592  -0.013
H -0.197216 -0.982780 -2.689264  0.115
H -1.678091 1.357459 0.336279  0.070
H -2.392227 0.379088 1.488441  0.082
H 1.847350 -0.416578 0.980006  0.129
N -0.265860 -0.566213 -0.802053  -0.003
H -0.681222 -2.439532 -1.619513  0.116
H -0.974803 1.044404 2.007515  0.101
H 2.088273 0.317102 -1.238076  0.101
C 1.061437 0.307488 0.721337  -0.170
C -0.306198 -0.478771 0.622823  -0.265
H 1.110839 1.186461 1.381834  0.129
H 1.142085 1.818071 -1.005397  0.151
H -0.219408 -1.437947 1.169344  0.161
C -0.382923 -1.414560 -1.717588  0.134
C 1.260196 0.714229 -0.681278  0.163

Cartesian forces (eV/Å) of the 6 atoms listed first:
0.7 -1.0 3.3
0.2 -0.5 -0.4
0.7 0.6 -0.9
0.2 -1.3 -0.7
-0.1 0.4 0.2
2.5 1.9 -1.6

Charge ... +1
Total energy ... -6826.848 eV
E_LUMO ... -0.1980 Ha
Frontier orbital gap ... 0.378 Eh

***

The highest total energy belongs to which entry?
C5H10N